{"formula": "C4H6O2", "method": "ωB97M-V/def2-TZVPD", "homo_energy_ev": -9.16, "max_force_ev_per_a": 1.00, "orbital_gap_ev": 10.092, "molar_mass_g_mol": 86.09, "smiles": "C=C=O.CC=O", "e_above_lowest_kj_mol": 163.72, "energy_ha": -306.443939, "symbols": ["O", "O", "C", "C", "C", "C", "H", "H", "H", "H", "H", "H"], "coordinates": [[0.390777, 1.609010, -0.070262], [-1.525528, -0.296452, -1.881891], [-2.170687, -0.121362, 0.506897], [-1.836303, -0.208717, -0.758947], [1.579242, -0.439337, 0.338583], [1.267790, 0.838251, -0.387593], [0.930578, -0.546051, 1.210389], [-2.938911, -0.771869, 0.901425], [1.436074, -1.290401, -0.336965], [2.633297, -0.451926, 0.639144], [-1.672499, 0.627510, 1.109926], [1.906170, 1.051343, -1.270705]], "atomic_forces_ev_per_a": [[0.4288, -0.3147, -0.1262], [-0.2825, 0.0510, 0.9605], [0.0240, 0.0015, -0.1201], [0.2021, -0.0574, -0.6669], [-0.0746, 0.0024, 0.0945], [-0.1643, 0.1671, 0.0849], [0.1125, -0.0169, -0.1148], [0.0783, 0.0684, -0.0644], [-0.0131, 0.1194, 0.0273], [-0.1314, 0.0541, -0.0415], [-0.0859, -0.0990, -0.1043], [-0.0938, 0.0241, 0.0710]]}